[1]
Computed, not measured: a 2-piece molecular cluster, C15H24N2O6 overall at a distorted geometry, with wB97M-V/def2-TZVPD.

Each line ends with the Mulliken charge.
CARTESIAN COORDINATES (ANGSTROEM)
C: 1.4561 2.8426 -1.0778  -1.827
C: -0.0723 2.7602 -1.3393  0.654
C: -0.7147 3.8258 -0.4104  -1.707
C: -0.6561 1.3279 -1.2418  1.740
C: -0.5013 0.6579 0.1486  -0.231
O: 0.4456 -0.0882 0.3442  -0.606
O: -1.4168 0.9439 1.1076  -0.463
C: -2.1269 1.5067 -1.7058  -0.959
C: -2.0070 2.5823 -2.8047  -0.976
C: -0.4887 2.8494 -2.8175  1.596
C: -0.0717 4.1080 -3.5945  -1.869
C: 0.1178 1.5336 -3.3125  0.026
O: 0.6068 1.3487 -4.4190  -0.652
O: 0.0045 0.6173 -2.3252  -0.380
H: 1.6707 2.6467 -0.0226  0.417
H: 1.8314 3.8416 -1.3203  0.481
H: 2.0266 2.1180 -1.6661  0.349
H: -0.4520 3.6256 0.6327  0.389
H: -1.8040 3.8530 -0.4718  0.406
H: -0.3436 4.8224 -0.6681  0.412
H: -1.1613 0.4123 1.8768  0.412
H: -2.7804 1.8446 -0.8953  0.354
H: -2.5320 0.5679 -2.0984  0.457
H: -2.3623 2.2114 -3.7730  0.425
H: -2.5794 3.4811 -2.5541  0.351
H: 1.0178 4.2079 -3.6122  0.380
H: -0.4253 4.0480 -4.6287  0.389
H: -0.4968 5.0049 -3.1352  0.389
C: 0.4565 -3.4163 -0.7289  -0.931
N: -0.5746 -3.5851 0.2963  -0.107
C: -0.4275 -3.4209 1.6140  0.652
O: -1.3916 -3.5764 2.3576  -0.713
C: 0.9438 -3.0143 2.1778  -0.725
N: 1.0517 -3.2206 3.6271  -0.158
C: 1.6106 -4.2915 4.1893  0.787
C: 1.4982 -4.3977 5.6932  -1.169
O: 2.1977 -5.1588 3.5561  -0.656
H: 0.8873 -2.4143 -0.6768  0.297
H: 1.2481 -4.1557 -0.5910  0.333
H: 0.0196 -3.5514 -1.7194  0.317
H: -1.4972 -3.8640 -0.0003  0.271
H: 1.7142 -3.5947 1.6694  0.390
H: 1.1158 -1.9644 1.9492  0.303
H: 0.5434 -2.5910 4.2245  0.216
H: 1.9704 -3.5327 6.1549  0.320
H: 0.4469 -4.4449 5.9724  0.314
H: 2.0022 -5.3069 6.0188  0.303

The SMILES is CC1(C)[C@@]2(C(=O)O)CC[C@]1(C)C(=O)O2.CNC(=O)CNC(C)=O. The HOMO energy is -0.34583 hartree. The total energy is -1146.997351 Ha.

---

[2]
Computed, not measured: an isolated ion of composition C2H3N2S and charge +1 at a distorted geometry, with wB97M-V/def2-TZVPD.

Each line ends with the Mulliken charge.
CARTESIAN COORDINATES (ANGSTROEM)
C: 1.3182 -1.5401 0.0242  0.355
C: 0.2302 -0.5681 -0.0551  -0.233
N: 2.4904 -1.3978 0.0042  -0.311
N: 0.9873 0.6832 0.0852  -0.094
S: 2.5281 0.7860 -0.0158  0.374
H: -0.2455 -0.6892 -0.9633  0.276
H: -0.6411 -0.4935 0.7857  0.309
H: 0.4160 1.5538 0.1416  0.324

The spin multiplicity is 3. The net charge is +1. The HOMO energy (alpha / beta) is -0.55184 / -0.65730 hartree. The total energy is -585.275083 Ha.

---

[3]
Computed, not measured: C29H22AuN5O2 as an isolated structure, with wB97M-V/def2-TZVPD.

Each line ends with the Mulliken charge.
CARTESIAN COORDINATES (ANGSTROEM)
Au: -0.0783 -1.1385 -0.9627  0.373
C: -0.6533 -0.2858 2.7730  -1.127
O: 0.3279 -0.1606 1.7663  -0.044
C: 1.4750 0.5078 2.0736  0.778
C: 1.7932 0.9231 3.3591  -0.603
C: 2.9889 1.5918 3.6007  -0.646
C: 3.8631 1.8538 2.5616  -0.819
C: 3.5406 1.4436 1.2762  -0.137
C: 2.3598 0.7616 1.0124  -0.068
N: 1.9728 0.4066 -0.3117  -0.436
N: 2.9567 0.2242 -1.0731  0.210
C: 2.7263 0.0642 -2.4311  -0.447
C: 1.4688 0.0723 -3.0702  0.978
O: 0.2954 0.1280 -2.5070  -0.895
C: 1.4577 0.0188 -4.5086  -0.444
C: 2.5899 -0.0699 -5.2387  -0.956
C: 3.8721 -0.1181 -4.6159  0.811
C: 5.0532 -0.2201 -5.3773  -0.827
C: 6.2795 -0.2577 -4.7697  -0.502
C: 6.3523 -0.1911 -3.3684  -0.684
C: 5.2167 -0.0905 -2.6081  -0.368
C: 3.9378 -0.0524 -3.2108  0.631
H: -0.2925 -0.8794 3.6185  0.398
H: -1.4934 -0.7983 2.3094  0.201
H: -0.9814 0.6929 3.1327  0.449
H: 1.1164 0.7309 4.1786  0.397
H: 3.2206 1.9143 4.6071  0.378
H: 4.7841 2.3911 2.7427  0.378
H: 4.1933 1.6648 0.4434  0.461
H: 0.4817 0.0392 -4.9759  0.408
H: 2.5363 -0.1172 -6.3206  0.345
H: 4.9739 -0.2668 -6.4573  0.365
H: 7.1828 -0.3356 -5.3601  0.386
H: 7.3195 -0.2181 -2.8822  0.391
H: 5.2816 -0.0418 -1.5313  0.400
N: 0.9795 -6.8355 3.1897  0.017
C: 0.5797 -7.9739 3.8579  0.698
C: 1.2786 -8.9235 4.5977  -1.023
C: 0.5346 -9.9525 5.1351  -0.418
C: -0.8564 -10.0367 4.9449  -0.475
C: -1.5397 -9.0929 4.2110  -0.744
C: -0.8046 -8.0432 3.6582  0.585
N: -1.2292 -6.9761 2.8881  -0.638
C: -0.1496 -6.2919 2.6334  -0.054
C: -0.1399 -5.0624 1.8359  1.029
C: 1.0098 -4.3086 1.6177  -0.861
C: 0.9341 -3.1601 0.8572  -0.089
N: -0.2071 -2.7374 0.3095  -0.314
C: -1.3171 -3.4552 0.5172  -0.424
C: -1.3278 -4.6107 1.2673  -0.460
H: 1.9185 -6.4897 3.1132  0.175
H: 2.3484 -8.8624 4.7461  0.381
H: 1.0324 -10.7155 5.7183  0.383
H: -1.3953 -10.8635 5.3871  0.379
H: -2.6086 -9.1512 4.0600  0.433
H: 1.9699 -4.5860 2.0297  0.281
H: 1.8045 -2.5438 0.6794  0.473
H: -2.2175 -3.0748 0.0569  0.431
H: -2.2417 -5.1660 1.4164  0.505

The HOMO energy is -0.25816 hartree. The total energy is -1678.236681 Ha.

---

[4]
Computed, not measured: a 2-piece molecular cluster, CH5NOS2 overall, with wB97M-V/def2-TZVPD.

Each line ends with the Mulliken charge.
CARTESIAN COORDINATES (ANGSTROEM)
N: 0.1673 2.3016 -0.3902  -0.326
C: 1.0876 2.1734 0.5952  0.115
O: 2.2452 2.5033 0.4911  -0.546
H: 0.4748 2.7171 -1.2541  0.219
H: -0.7998 2.1019 -0.2062  0.228
H: 0.7213 1.7117 1.5333  0.319
S: 0.0983 -2.1425 -0.3460  -0.142
S: -1.6043 -1.0441 0.1087  -0.179
H: 0.7838 -1.0352 -0.6374  0.154
H: -2.4047 -2.1032 0.2671  0.157

The SMILES is NC=O.SS. The HOMO energy is -0.32074 hartree. The total energy is -967.463954 Ha.

---

[5]
Computed, not measured: a 10-piece molecular cluster, C4H29N2O10S overall at a distorted geometry, with wB97M-V/def2-TZVPD.

Each line ends with the Mulliken charge.
CARTESIAN COORDINATES (ANGSTROEM)
N: 1.1193 -2.6324 -0.2743  -0.100
C: -0.0810 -1.7167 -0.5916  0.127
C: -0.1697 -0.6080 0.4089  -0.126
C: -1.6165 -0.0825 0.6934  0.068
S: -2.0589 0.0700 2.4467  -0.272
C: 0.0527 -1.1114 -2.0253  0.303
N: -0.8339 -0.2200 -2.4765  0.038
O: 1.0059 -1.5731 -2.6310  -0.727
H: 1.2375 -3.2619 -1.0476  0.392
H: 1.0515 -3.0378 0.7164  0.290
H: 1.9908 -2.1291 -0.0416  0.282
H: -0.9837 -2.3886 -0.5280  0.284
H: 0.3477 0.2420 0.0748  -0.066
H: 0.1902 -0.8868 1.3478  0.262
H: -1.6908 0.9054 0.1639  0.028
H: -2.4687 -0.6658 0.2726  -0.129
H: -1.6999 1.3569 2.8536  0.139
H: -0.9428 -0.0659 -3.4665  0.292
H: -1.5246 0.2606 -1.8768  -0.002
H: 1.4485 -3.7519 3.2891  0.306
H: 0.5171 -2.5180 3.7647  0.318
O: 0.8746 -2.9998 2.9183  -0.648
H: 1.8756 1.3019 -1.7422  0.394
H: 1.5703 0.4051 -2.9688  0.351
O: 1.4055 1.2419 -2.5692  -0.671
H: -4.3774 1.8493 -2.0329  0.312
H: -3.0166 2.1784 -1.5169  0.265
O: -3.4683 1.6221 -2.1793  -0.619
H: 3.3237 2.6575 -0.2943  0.227
H: 1.9617 2.3484 0.1023  0.271
O: 2.7408 1.9770 -0.1419  -0.618
H: -4.7710 -1.4986 -0.5935  0.254
H: -3.8318 -1.8227 -1.6776  0.303
O: -3.7973 -1.5853 -0.7047  -0.606
H: 0.1040 2.7909 -2.2508  0.283
H: -1.0654 3.8575 -1.8835  0.277
O: -0.5710 3.0281 -1.5901  -0.569
H: 2.9107 0.1636 0.5059  0.302
H: 2.6734 -0.3745 1.8919  0.327
O: 2.6379 -0.5561 1.0023  -0.556
H: -0.2469 3.5152 1.5554  0.308
H: -0.2884 2.9807 0.1880  0.286
O: -0.2065 2.6951 0.9644  -0.519
H: 2.2923 -1.1564 4.0274  0.290
H: 3.6047 -0.4499 4.1392  0.295
O: 2.7747 -0.3544 3.7781  -0.648

The net charge is +1. The HOMO energy is -0.41780 hartree. The total energy is -1429.652525 Ha.

---

[6]
Computed, not measured: C42H46BrInN2O5S2 as an isolated structure at a distorted geometry, with wB97M-V/def2-TZVPD.

Each line ends with the Mulliken charge.
CARTESIAN COORDINATES (ANGSTROEM)
In: -0.3646 -0.2896 0.0602  1.619
C: -0.3469 -0.2391 3.5566  -0.456
O: 0.5871 -0.0350 2.5141  0.148
C: 1.9174 -0.0305 2.8517  0.308
C: 2.4232 -0.0534 4.1422  -0.677
C: 3.8051 0.0492 4.3378  -0.713
Br: 4.4747 0.0625 6.1007  -0.149
C: 4.6845 0.1432 3.2680  -0.653
C: 4.1748 0.1109 1.9762  0.566
C: 2.8080 0.0505 1.7735  0.200
O: 2.2888 0.1575 0.5230  0.573
C: 5.0482 0.1633 0.8032  -0.578
N: 5.8291 1.1548 0.4819  -0.660
C: 6.4639 0.7534 -0.6648  0.954
C: 7.4197 1.4188 -1.4316  -0.762
C: 7.9399 0.7504 -2.5141  -0.486
C: 7.5415 -0.5586 -2.8245  -0.804
C: 6.5875 -1.2299 -2.0802  -0.627
C: 6.0371 -0.5421 -1.0139  -0.095
N: 5.0868 -0.8858 -0.0778  0.275
H: -0.3159 0.5867 4.2720  0.344
H: -0.1629 -1.1872 4.0646  0.570
H: -1.3186 -0.2712 3.0735  -0.379
H: 1.7776 -0.1177 4.9967  0.626
H: 5.7484 0.2222 3.4177  0.678
H: 3.0027 0.4242 -0.0717  -0.697
H: 7.7452 2.4071 -1.1637  0.538
H: 8.6913 1.2261 -3.1213  0.458
H: 8.0102 -1.0637 -3.6537  0.439
H: 6.3282 -2.2494 -2.2961  0.689
H: 4.7100 -1.8094 0.0930  0.284
O: -2.1105 -1.7417 0.2451  -0.323
S: -3.6183 -1.8946 0.2098  -0.119
C: -4.2620 -0.5378 1.2568  -0.200
C: -4.5680 0.7748 0.5607  0.406
C: -4.7411 1.9271 1.5570  -1.252
C: -3.5131 2.2481 2.3951  -0.812
S: -1.9632 2.6909 1.5367  0.039
O: -1.6187 1.4912 0.6709  -0.008
C: -2.5287 3.9392 0.3849  0.984
C: -2.6968 5.2236 0.8805  -0.720
C: -3.1448 6.2178 0.0285  -0.692
C: -3.3931 5.9284 -1.3049  -0.557
C: -3.1940 4.6479 -1.7938  -0.919
C: -2.7579 3.6406 -0.9490  -0.150
C: -4.1300 -1.3668 -1.4142  0.283
C: -5.4531 -1.5898 -1.7674  -0.557
C: -5.8838 -1.2011 -3.0227  -0.587
C: -4.9928 -0.6192 -3.9125  -0.665
C: -3.6687 -0.4287 -3.5544  -0.813
C: -3.2276 -0.8058 -2.3000  -0.060
H: -3.4370 -0.4375 1.9639  -0.334
H: -5.1173 -0.9397 1.7976  0.584
H: -5.4717 0.6815 -0.0375  0.594
H: -3.7510 1.0092 -0.1292  -0.487
H: -5.5455 1.6925 2.2614  0.514
H: -5.0579 2.8228 1.0165  0.396
H: -3.2207 1.4135 3.0338  0.485
H: -3.6968 3.0951 3.0538  0.637
H: -2.4823 5.4463 1.9096  0.507
H: -3.2860 7.2208 0.4023  0.431
H: -3.7353 6.7072 -1.9664  0.430
H: -3.3807 4.4309 -2.8342  0.499
H: -2.5858 2.6456 -1.3208  0.367
H: -6.1356 -2.0600 -1.0808  0.474
H: -6.9061 -1.3648 -3.3105  0.442
H: -5.3288 -0.3341 -4.8940  0.445
H: -2.9776 0.0026 -4.2551  0.544
H: -2.1844 -0.6860 -2.0239  0.607
C: 0.6771 3.0021 -3.2751  -1.668
C: 1.6935 2.7384 -2.1703  -0.105
C: 1.0450 2.8506 -0.8010  -0.719
C: 2.4220 1.4509 -2.4199  0.527
C: 3.7866 1.4594 -2.6452  -0.839
C: 4.4704 0.2983 -2.9753  -1.389
C: 3.8158 -0.9096 -3.1352  -1.015
C: 2.4570 -1.0191 -2.8903  0.875
C: 1.7404 -2.3187 -3.0907  0.080
C: 0.7762 -2.2295 -4.2696  -1.604
C: 1.0403 -2.8365 -1.8369  -1.256
C: 1.7149 0.1744 -2.4925  0.692
O: 0.4608 0.0905 -2.2383  -0.522
H: 0.2409 3.9847 -3.1234  0.475
H: -0.1209 2.2631 -3.2534  0.169
H: 1.1432 2.9881 -4.2528  0.430
H: 2.4629 3.5205 -2.2292  0.720
H: 0.1427 2.2515 -0.7391  -0.509
H: 0.7523 3.8880 -0.6402  0.632
H: 1.7204 2.5671 0.0001  0.175
H: 4.3388 2.3840 -2.5895  0.558
H: 5.5369 0.3425 -3.1390  1.233
H: 4.3856 -1.7723 -3.4525  0.512
H: 2.5214 -3.0417 -3.3648  0.717
H: -0.0345 -1.5369 -4.0534  0.197
H: 0.3503 -3.2109 -4.4527  0.471
H: 1.2838 -1.9101 -5.1717  0.398
H: 0.0105 -2.4904 -1.7849  0.139
H: 1.5577 -2.5436 -0.9245  0.169
H: 1.0106 -3.9219 -1.8617  0.507

The net charge is +2. The HOMO energy is -0.46464 hartree. The total energy is -5673.716803 Ha.